{"formula": "C24H34N2O4PReS2Se2Te", "method": "ωB97M-V/def2-TZVPD", "energy_ha": -7632.16647, "s_squared": 3.773, "lumo_energy_ev": [-2.1, -4.7], "charge": 1, "spin_multiplicity": 4, "de_lowest_kcal_mol": 0.0, "species": ["Re", "Te", "Se", "Se", "S", "S", "P", "O", "O", "O", "O", "N", "N", "C", "C", "C", "C", "C", "C", "C", "C", "C", "C", "C", "C", "C", "C", "C", "C", "C", "C", "C", "C", "C", "C", "C", "C", "H", "H", "H", "H", "H", "H", "H", "H", "H", "H", "H", "H", "H", "H", "H", "H", "H", "H", "H", "H", "H", "H", "H", "H", "H", "H", "H", "H", "H", "H", "H", "H", "H", "H"], "positions_angstrom": [[-0.6969, 0.3070, -0.5066], [-0.0746, -3.0477, -2.7438], [-2.8523, -1.1480, -0.9746], [-1.9037, 0.9087, 1.7045], [3.0225, 3.4528, -0.4023], [1.4030, 0.9564, 0.3368], [0.5488, -2.7418, -0.4333], [0.0974, -0.3209, -2.2589], [2.1043, -2.5663, -0.4427], [0.1870, -4.0208, 0.4136], [-0.1672, -1.6050, 0.2726], [0.5519, 2.9750, -1.1350], [-0.5816, 2.2363, -0.9585], [1.5384, 2.5192, -0.4627], [3.5947, -3.4092, 1.2853], [-1.5030, 1.8246, -1.8786], [-1.3446, 2.2440, -4.3864], [2.5945, 3.1915, 2.3878], [0.1167, 0.8653, -5.7015], [-2.8906, 2.3960, -1.7086], [0.6807, -5.3355, 0.0256], [-0.1428, 0.4253, -3.3642], [-3.7987, -0.7636, -2.6300], [1.8829, 2.5302, 4.6004], [1.5211, 4.0730, 2.3224], [0.4832, -6.2667, 1.1927], [3.6013, 3.0428, 1.2705], [0.8035, 3.4010, 4.5227], [-0.7800, 1.9234, -5.6107], [2.8637, -2.2024, 0.7538], [-3.3616, -0.4035, 1.6991], [-4.0776, -0.4063, 0.3620], [2.7634, 2.4204, 3.5348], [-1.0236, 1.5039, -3.2535], [0.4431, 0.1119, -4.5854], [-0.7965, 0.0761, 3.0645], [0.6270, 4.1697, 3.3806], [1.7324, -5.2497, -0.2527], [-0.5695, -6.3242, 1.4655], [4.2298, -3.8450, 0.5147], [4.4352, 3.7345, 1.4114], [3.5953, 1.7264, 3.5942], [-2.0247, 3.0832, -4.3104], [-2.9162, 3.3992, -2.1421], [-4.0638, -1.7159, -3.0787], [-4.0459, -0.1330, 2.5014], [2.1828, -1.7741, 1.4905], [3.5421, -1.4206, 0.4218], [-4.9507, -1.0557, 0.4005], [-3.1383, 2.5048, -0.6524], [1.0517, -5.9304, 2.0594], [-2.9208, -1.3762, 1.9209], [0.5696, 0.6232, -6.6541], [-0.2041, 4.8603, 3.3151], [-1.3536, 0.0665, 3.9975], [2.8998, -4.1676, 1.6472], [-4.6978, -0.1945, -2.4083], [4.0174, 2.0354, 1.2801], [-0.5355, -0.9268, 2.7373], [-3.1414, -0.1984, -3.2867], [1.1493, -0.7065, -4.6471], [-4.3857, 0.5902, 0.0485], [0.1141, 3.4907, 5.3525], [-3.6471, 1.7978, -2.2121], [1.3772, 4.6791, 1.4367], [-1.0270, 2.5050, -6.4879], [0.8261, -7.2650, 0.9214], [0.0870, 0.7043, 3.1579], [0.1093, -5.6610, -0.8459], [4.2284, -3.1081, 2.1201], [2.0410, 1.9356, 5.4915]], "forces_ev_per_a": [[-0.0101, -0.0207, -0.1803], [0.0111, -0.0125, 0.0359], [-0.0371, -0.0376, 0.0479], [0.0009, 0.0024, 0.0055], [0.0090, 0.0160, 0.0764], [0.0173, 0.0058, 0.0170], [-0.0600, 0.0031, -0.0127], [0.0367, -0.0588, 0.1300], [0.0246, 0.0017, -0.0193], [0.0142, 0.0109, -0.0320], [0.0166, 0.0209, 0.0080], [0.0855, 0.0504, -0.0193], [-0.0837, -0.0607, 0.0840], [-0.0250, -0.0511, -0.0359], [0.0019, 0.0026, 0.0006], [-0.0267, 0.0044, 0.0247], [0.0052, -0.0095, 0.0184], [0.0054, 0.0603, 0.0088], [0.0080, -0.0021, -0.0257], [-0.0004, -0.0236, -0.0090], [-0.0048, -0.0071, 0.0025], [-0.0298, 0.0862, -0.0656], [0.0173, 0.0306, -0.0218], [-0.0268, -0.0294, -0.0052], [0.0181, -0.0264, 0.0041], [0.0003, -0.0040, 0.0036], [-0.0163, -0.0187, -0.0531], [0.0102, 0.0086, -0.0008], [-0.0086, 0.0101, -0.0110], [-0.0012, 0.0050, 0.0175], [-0.0072, 0.0178, 0.0314], [0.0469, -0.0051, -0.0362], [-0.0005, -0.0251, -0.0086], [0.0430, 0.0079, -0.0465], [-0.0254, -0.0036, 0.0392], [-0.0185, 0.0359, -0.0043], [-0.0006, 0.0114, 0.0063], [-0.0046, 0.0023, 0.0002], [0.0007, -0.0001, -0.0018], [0.0001, -0.0011, 0.0026], [0.0035, -0.0055, 0.0027], [-0.0080, 0.0252, -0.0003], [0.0018, -0.0017, 0.0112], [-0.0005, -0.0008, -0.0055], [0.0109, -0.0054, -0.0064], [0.0029, 0.0086, 0.0032], [0.0017, 0.0011, 0.0014], [-0.0022, -0.0043, 0.0030], [0.0048, -0.0081, -0.0192], [0.0090, 0.0006, -0.0020], [0.0005, 0.0000, -0.0025], [-0.0245, -0.0077, -0.0031], [-0.0050, 0.0068, -0.0020], [0.0002, -0.0009, 0.0015], [0.0058, -0.0020, 0.0055], [0.0013, 0.0014, 0.0004], [0.0121, 0.0017, 0.0148], [-0.0005, -0.0011, -0.0171], [0.0221, 0.0031, 0.0053], [-0.0095, -0.0263, -0.0057], [0.0000, 0.0002, 0.0042], [-0.0034, 0.0072, 0.0226], [0.0020, -0.0009, -0.0034], [-0.0219, 0.0300, 0.0172], [-0.0058, 0.0012, 0.0021], [0.0046, -0.0087, -0.0052], [-0.0018, -0.0011, 0.0032], [0.0197, -0.0080, 0.0065], [0.0030, -0.0026, -0.0042], [0.0006, -0.0019, -0.0023], [-0.0091, 0.0028, -0.0019]], "mulliken_charge": [-0.04, 0.08, 0.38, 0.24, -0.07, -0.14, 0.14, 0.08, -0.21, -0.20, 0.05, -0.88, 0.21, 0.09, -1.30, 1.17, -0.63, 0.48, -0.60, -1.46, -0.31, 0.84, -1.05, -0.65, -0.19, -1.30, -0.92, -0.46, -0.90, 0.08, -0.85, -0.83, -0.33, 0.13, -0.95, -0.17, -0.65, 0.38, 0.32, 0.32, 0.46, 0.38, 0.40, 0.49, 0.42, 0.56, 0.14, 0.36, 0.53, 0.30, 0.31, 0.33, 0.44, 0.43, 0.47, 0.20, 0.42, 0.32, 0.07, 0.25, 0.52, 0.38, 0.43, 0.25, 0.47, 0.42, 0.40, -0.23, 0.35, 0.43, 0.40]}